{
  "formula": "C28H82O19",
  "method": "ωB97M-V/def2-TZVPD",
  "symbols": ["C", "C", "O", "H", "H", "H", "H", "H", "H", "C", "C", "O", "H", "H", "H", "H", "H", "H", "C", "C", "O", "H", "H", "H", "H", "H", "H", "C", "C", "O", "H", "H", "H", "H", "H", "H", "C", "C", "O", "H", "H", "H", "H", "H", "H", "C", "C", "C", "O", "H", "H", "H", "H", "H", "H", "H", "H", "C", "C", "C", "O", "H", "H", "H", "H", "H", "H", "H", "H", "C", "C", "O", "O", "H", "H", "H", "H", "H", "H", "C", "C", "O", "O", "H", "H", "H", "H", "H", "H", "C", "C", "O", "O", "H", "H", "H", "H", "H", "H", "C", "C", "O", "O", "H", "H", "H", "H", "H", "H", "C", "C", "O", "O", "H", "H", "H", "H", "H", "H", "C", "C", "O", "O", "H", "H", "H", "H", "H", "H"],
  "xyz": [[2.97955, 0.26171, 5.05512], [1.78302, -0.29086, 4.39115], [2.15821, -1.06278, 3.24667], [2.77538, 1.10878, 5.74050], [3.54703, 0.71486, 4.27561], [3.63697, -0.49289, 5.44597], [1.14296, 0.49319, 4.01342], [1.16433, -0.88050, 5.02986], [1.44433, -1.76067, 3.22717], [-1.71785, 2.99895, 2.49571], [-0.72242, 3.59125, 3.47690], [0.32302, 2.68089, 3.78923], [-2.20444, 2.11927, 2.97270], [-1.23212, 2.80746, 1.58653], [-2.46713, 3.75039, 2.24781], [-1.23086, 3.96864, 4.36627], [-0.22153, 4.42193, 2.94282], [1.15379, 3.20043, 3.74119], [-3.83597, -1.45698, 3.82909], [-3.89124, -0.71979, 2.52496], [-4.93949, -1.16383, 1.67624], [-3.14311, -0.90588, 4.49328], [-3.40248, -2.38396, 3.68081], [-4.82604, -1.42333, 4.36458], [-3.00649, -0.83575, 1.94492], [-3.90644, 0.40324, 2.76884], [-5.80257, -1.02727, 2.14125], [-5.34362, 1.09231, -1.47534], [-4.17191, 0.72463, -0.68144], [-3.72935, -0.66907, -0.69871], [-5.41520, 0.68178, -2.51145], [-5.35072, 2.16033, -1.59395], [-6.29456, 0.82685, -1.03786], [-4.37449, 1.03127, 0.36976], [-3.30092, 1.28223, -0.96607], [-4.30312, -1.19239, -0.11080], [0.93923, -0.04876, -0.31342], [-0.56828, 0.08161, -0.07950], [-1.09807, -1.22381, -0.13541], [1.40346, 0.90974, -0.14013], [1.04944, -0.28304, -1.38817], [1.39181, -0.76616, 0.33908], [-1.04047, 0.75318, -0.81738], [-0.68137, 0.60347, 0.87591], [-2.01995, -1.13052, -0.28114], [4.42322, -2.23176, 0.13250], [5.11700, -1.23201, 0.94553], [6.29365, -0.52790, 0.12202], [4.17124, -0.26308, 1.39470], [4.08498, -1.84860, -0.83768], [3.55338, -2.70435, 0.64981], [5.09587, -3.09610, -0.06378], [5.55614, -1.75273, 1.79106], [7.07635, -1.32078, 0.01996], [6.71372, 0.30442, 0.70643], [5.93753, -0.11050, -0.79420], [3.51347, -0.67324, 2.00429], [0.92179, 5.13241, -1.55316], [1.45732, 4.14962, -2.58197], [2.94543, 4.19143, -2.42288], [0.80684, 2.89563, -2.38097], [-0.16706, 5.08004, -1.61955], [1.26178, 6.12532, -1.74924], [1.24910, 4.82165, -0.57007], [1.13287, 4.52038, -3.58628], [3.41353, 3.48786, -3.04972], [3.15002, 3.98635, -1.37594], [3.36330, 5.14374, -2.65623], [1.26112, 2.29244, -3.00297], [2.56932, 4.04172, 1.99062], [2.89092, 2.76411, 1.27125], [4.23326, 2.45023, 1.67734], [2.68811, 3.97773, 3.39369], [1.57279, 4.36424, 1.77468], [3.36389, 4.77147, 1.61400], [2.82967, 2.85502, 0.16938], [2.20015, 1.96766, 1.52047], [4.36011, 1.48995, 1.51913], [3.44761, 3.42988, 3.61413], [-0.31554, -3.39464, 4.61419], [0.54390, -4.59011, 4.99415], [0.75524, -5.54413, 3.95952], [0.11651, -2.76655, 3.36414], [-0.28413, -2.64490, 5.35548], [-1.34152, -3.77495, 4.45487], [0.27674, -5.02987, 5.99987], [1.57851, -4.23000, 5.18423], [-0.02606, -6.06995, 3.79945], [0.01759, -3.39775, 2.60335], [-0.81911, -4.52076, -0.07629], [0.02234, -4.26442, -1.31071], [-0.54221, -3.11849, -2.09974], [-0.47524, -3.66653, 0.98239], [-0.59186, -5.55951, 0.20390], [-1.89965, -4.54357, -0.35961], [-0.05726, -5.15530, -1.92529], [1.07943, -4.10776, -1.20097], [-0.64499, -2.32813, -1.48436], [-0.65994, -2.71554, 0.90003], [1.67309, -1.44363, -4.68778], [1.61990, -0.02910, -5.22139], [1.13493, 0.91339, -4.28900], [0.46775, -2.16482, -4.76815], [2.05138, -1.43582, -3.64544], [2.35113, -1.99769, -5.30648], [1.10034, 0.06673, -6.13707], [2.65499, 0.28115, -5.23210], [0.14243, 0.86153, -4.20867], [0.07657, -2.12642, -3.89054], [-3.97225, -3.33940, -3.54999], [-3.35618, -2.13776, -4.33285], [-3.52020, -0.85542, -3.70931], [-3.19612, -3.81795, -2.48631], [-4.10656, -4.12921, -4.26166], [-4.92011, -3.22597, -3.15594], [-3.81083, -2.15532, -5.31325], [-2.31348, -2.38666, -4.41784], [-3.42523, -0.88572, -2.75315], [-2.26763, -3.59377, -2.54535], [-1.85275, 2.25820, -4.47384], [-2.45399, 2.99090, -3.27593], [-1.85740, 2.73134, -2.02338], [-1.47484, 0.90235, -4.18692], [-0.99432, 2.75497, -4.77689], [-2.57955, 2.25955, -5.27772], [-3.54653, 2.56739, -3.12815], [-2.45248, 4.06134, -3.56094], [-0.87355, 2.85171, -2.11804], [-2.16996, 0.21451, -4.11349]],
  "atomic_forces_ev_per_a": [[0.4, 1.1, 0.2], [-0.6, 0.4, -1.1], [-0.4, -1.0, 0.2], [-0.1, -0.8, 0.0], [0.7, 0.5, -0.8], [0.1, -0.4, 0.7], [-0.2, 0.6, 0.2], [-0.3, -0.7, 0.7], [0.8, 0.4, -0.4], [-0.8, 0.2, 1.8], [0.7, 0.5, -1.0], [-0.2, 0.1, 0.1], [0.3, 0.4, -0.7], [0.7, -0.9, -1.3], [-0.3, 0.0, 0.2], [0.1, 0.0, 0.1], [-0.5, 0.2, 0.5], [-0.1, -0.5, 0.3], [-0.6, 2.4, 1.2], [-0.4, 2.0, 0.7], [-1.4, 0.3, 0.7], [-0.2, -0.2, -0.2], [0.3, -2.3, 0.0], [0.9, -0.5, -0.6], [0.9, -0.3, -0.3], [-0.5, -1.3, -0.6], [1.1, -0.2, -0.6], [-1.5, -0.5, -2.1], [1.2, -0.6, 2.0], [-0.5, 0.4, -0.4], [0.6, 0.1, 0.7], [0.0, 0.6, 0.0], [-0.3, -0.2, 0.5], [0.2, -0.4, -0.4], [0.4, 0.3, -0.4], [0.0, 0.3, -0.1], [-1.2, 0.7, -1.4], [1.5, 1.2, 0.1], [1.2, -0.4, 0.5], [0.2, 0.3, 0.0], [0.5, -0.2, 0.5], [0.2, -0.6, 0.3], [0.2, -0.5, 0.0], [-0.5, -0.6, 0.4], [-2.2, 0.1, -0.3], [-0.7, -2.5, -1.1], [1.0, 1.5, -0.3], [-0.5, -1.2, 2.3], [0.1, 0.1, 0.2], [0.0, 0.1, 0.2], [0.5, 0.6, -0.2], [-0.2, 0.5, -0.1], [0.2, 0.2, 0.4], [-0.5, 0.8, -0.4], [-0.1, -0.3, 0.0], [-0.2, -0.1, -0.8], [0.2, 0.2, -0.2], [-1.1, -1.1, -0.4], [-1.0, 1.9, -0.4], [-0.4, -0.8, 0.6], [1.4, 0.1, -0.1], [-0.1, 0.3, 0.4], [0.2, 0.7, -0.2], [0.0, 0.0, 0.3], [0.4, -0.2, 0.4], [0.8, -1.1, -0.7], [0.4, -0.2, 0.0], [0.0, 0.9, -0.2], [-0.5, -0.5, 0.1], [1.9, 1.0, -1.0], [0.8, -0.5, 0.0], [-0.5, -0.3, -0.3], [-0.4, -0.2, 0.4], [-0.5, 0.4, -0.3], [-1.2, -0.4, 0.3], [0.0, 0.3, 0.5], [-0.2, -0.3, 0.4], [0.0, 0.2, 0.2], [0.3, -0.2, -0.2], [-0.3, -1.4, -2.5], [1.9, 0.2, 1.0], [-0.2, 0.3, 0.2], [-0.4, -0.9, 0.9], [-0.1, 0.8, 0.9], [0.1, 0.4, 0.2], [-0.4, 0.2, -1.1], [-0.5, 0.0, -0.2], [-0.4, -0.1, 0.1], [0.0, 0.2, 0.7], [0.3, -0.3, -0.8], [-1.6, 1.1, -1.3], [0.6, -0.2, 1.2], [0.0, -0.3, 1.1], [0.1, 0.3, 0.5], [0.6, 0.5, 0.3], [-0.3, 0.1, -0.5], [0.4, 0.3, 0.7], [0.2, -1.1, -0.5], [-0.4, -0.2, -1.0], [-0.1, 0.0, 0.1], [1.0, 0.2, 2.2], [-1.2, 0.4, 0.7], [-0.6, 0.2, 0.3], [0.0, 0.1, -0.5], [0.8, -0.3, -0.3], [-0.3, -0.1, -1.2], [0.5, -0.1, -1.0], [0.6, -0.3, -0.1], [-0.3, -0.4, 0.1], [2.1, 0.3, -1.0], [-1.0, -1.1, 1.8], [0.0, 0.0, -1.0], [-0.5, -0.2, 0.8], [0.2, -0.6, -0.9], [-2.1, 1.1, 0.7], [-0.1, 0.6, -0.2], [0.7, 0.1, -0.3], [-0.1, -0.5, 0.5], [0.7, 0.3, -0.3], [-1.7, -1.8, 1.2], [-2.3, -1.3, 0.4], [0.9, 0.4, -0.4], [0.5, 0.4, -0.1], [1.8, 0.7, -0.7], [-0.2, 0.2, -0.3], [1.9, 1.2, -0.5], [-0.3, -0.2, 0.4], [-0.7, -0.2, 0.1], [-0.4, 0.7, 0.0]],
  "mulliken_charge": [-1.2413, 0.4676, -0.5648, 0.3516, 0.1351, 0.3634, -0.0346, 0.1013, 0.3156, -0.2730, -0.4706, -0.4915, -0.0075, -0.1143, 0.4784, 0.2604, 0.2927, 0.4090, -1.1509, 0.5341, -0.5410, 0.3091, 0.2221, 0.4022, -0.1770, 0.0998, 0.3091, -1.6892, 1.0767, -0.2057, 0.1995, 0.4788, 0.4223, 0.1009, -0.4451, 0.0486, -0.2714, 0.7985, 0.8138, -0.5307, -0.0545, 0.3922, -0.8233, 0.0205, -0.0254, -1.1171, 0.6441, -1.4929, -0.1421, 0.1606, 0.2059, 0.4637, 0.3324, 0.4071, 0.3701, 0.3425, 0.1042, -1.2646, 0.6439, -1.3439, 0.4092, 0.3203, 0.4796, 0.0083, 0.4398, 0.4394, 0.1062, 0.4925, -0.0956, -0.6068, 1.5445, -0.6813, -0.6506, 0.0251, 0.3259, -0.6680, -0.3636, 0.4630, 0.3460, -0.4081, -0.5919, -0.5084, -0.4382, 0.4484, 0.2058, 0.3724, 0.2330, 0.3108, 0.4607, -0.5042, -0.7943, -0.4281, -0.5983, 0.4492, 0.2180, 0.4320, 0.2860, 0.4171, 0.3654, -0.1693, -0.5277, -0.5318, -0.5380, -0.0400, 0.4709, 0.2632, 0.3819, 0.1805, 0.1884, -0.8177, -0.2032, -0.6530, -0.5134, 0.3928, 0.4393, 0.4059, 0.1271, 0.2591, 0.3044, -0.7210, -0.2581, -0.2062, -0.5254, 0.3826, 0.4792, 0.0541, 0.3230, -0.1250, 0.3105],
  "e_lumo_ha": 0.015,
  "e_tot_ev": -69264.94438,
  "e_homo_ev": -9.4,
  "homo_lumo_gap_ha": 0.3600,
  "charge": 0
}